Entry 1:
{
  "formula": "C7H12IO3P",
  "method": "ωB97M-V with the def2-TZVPD basis set",
  "symbols": ["O", "P", "I", "C", "H", "C", "H", "H", "H", "H", "C", "H", "C", "O", "C", "H", "H", "O", "H", "C", "H", "C", "H", "H"],
  "positions_angstrom": [[-0.396, -1.554, -0.249], [-0.669, -0.372, -1.252], [-2.990, -0.904, -1.862], [0.635, -2.531, -0.208], [2.185, -3.681, -1.396], [-1.213, 0.884, 1.140], [1.456, -2.197, 0.443], [-0.024, -2.608, -2.655], [0.216, -3.357, 0.280], [-1.410, -0.152, 1.438], [1.439, -2.776, -1.536], [-2.118, 2.665, -0.747], [-1.111, 2.425, -0.491], [0.519, 3.547, 1.053], [-0.830, 3.243, 0.923], [1.017, 2.901, 1.605], [-0.878, 2.268, 2.961], [0.706, -3.257, -2.627], [1.941, -1.803, -1.723], [-1.364, 2.202, 1.941], [-2.459, 2.340, 2.102], [-0.984, 1.002, -0.146], [-0.377, 2.777, -1.230], [-1.487, 4.158, 0.872]],
  "lumo_ev": 0.01,
  "orbital_gap_ev": 8.870,
  "e_above_lowest_kcal_mol": 31.5,
  "energy_ha": -1138.64727,
  "smiles": "OCCOP(I)C1=CC[C@@H](O)C1"
}


Entry 2:
{
  "formula": "C42H34BrCaClNO2P2S",
  "method": "ωB97M-V with the def2-TZVPD basis set",
  "symbols": ["C", "C", "H", "C", "S", "H", "C", "H", "C", "H", "H", "C", "H", "H", "H", "H", "C", "C", "C", "C", "C", "H", "H", "H", "H", "C", "C", "H", "H", "C", "O", "C", "H", "Cl", "C", "C", "C", "C", "C", "C", "C", "C", "C", "C", "H", "H", "C", "H", "H", "H", "H", "C", "H", "C", "H", "H", "C", "H", "C", "C", "P", "H", "Ca", "C", "O", "C", "H", "N", "H", "C", "H", "C", "H", "H", "C", "H", "P", "Br", "H", "C", "C", "C", "C", "C", "C"],
  "positions_angstrom": [[-1.968, -3.611, 2.231], [-0.926, -0.838, -2.582], [5.494, -1.631, 3.709], [-3.723, -0.547, 0.265], [2.135, -1.445, 7.621], [-0.313, 3.238, -5.624], [1.073, 0.299, -4.487], [-4.968, 2.044, -2.341], [0.868, -4.260, -6.193], [0.352, -1.417, 9.265], [-0.124, 5.770, 3.687], [2.234, -1.656, 4.763], [-1.843, 4.134, 2.997], [-0.893, 1.200, -4.310], [2.206, 4.147, -0.847], [-1.494, -0.069, -3.110], [0.030, -1.820, 5.948], [4.392, -1.616, 3.678], [0.075, 4.714, 3.831], [1.651, 3.208, -0.704], [-3.294, 0.936, -1.561], [-1.480, -1.860, 7.550], [1.868, -2.098, 1.502], [-3.025, -3.585, 2.558], [3.146, 1.903, -1.635], [1.613, 2.481, -6.149], [-1.247, -3.201, -6.442], [2.258, 2.531, 5.193], [4.329, -1.806, 1.576], [0.503, 2.000, 4.248], [-2.745, 1.645, 2.735], [2.302, 0.368, -5.127], [4.164, -1.364, 5.789], [-1.177, -4.740, 3.442], [-1.063, -2.383, -5.305], [0.565, -1.576, 8.234], [-0.407, -1.767, 7.291], [-1.615, 1.375, 3.110], [1.423, 2.914, 4.640], [0.183, -2.457, -4.764], [0.381, 3.327, -0.129], [3.667, -1.561, 4.830], [-5.090, -0.199, 0.180], [1.178, -3.342, -5.206], [-3.392, -1.167, 1.099], [-1.462, 2.344, 0.366], [2.165, 2.013, -1.169], [-2.109, -3.043, -7.048], [-1.812, -1.615, -5.063], [1.638, -0.087, -1.411], [-0.680, -4.947, -7.589], [-4.651, 1.238, -1.677], [-1.486, -1.822, -2.783], [-0.446, 2.230, -0.075], [-2.549, 1.443, -2.184], [2.176, -3.347, -4.781], [0.378, 2.385, -5.509], [0.073, 4.277, 0.305], [-0.698, 2.407, 3.676], [1.273, 4.240, 4.312], [-1.055, -0.477, -0.736], [-5.782, -0.637, 0.884], [-0.804, -1.837, 3.564], [0.115, 1.286, -4.728], [-1.057, 0.154, 3.060], [-0.921, 3.790, 3.486], [-6.626, 0.812, -0.902], [1.633, -1.900, 3.557], [3.644, 1.512, -6.317], [2.380, -1.898, 2.430], [0.804, 0.926, 4.350], [2.613, 1.481, -5.945], [1.651, -4.917, -6.561], [1.881, 3.309, -6.776], [-0.032, 1.014, -0.677], [-1.876, -4.146, 1.309], [0.665, -1.215, -3.501], [2.825, 5.269, 4.614], [3.056, -0.373, -5.012], [-0.397, -4.239, -6.784], [1.340, 0.892, -1.086], [1.408, -1.642, 5.964], [3.763, -1.774, 2.461], [-5.545, 0.644, -0.836], [-2.798, 0.031, -0.640]],
  "total_charge": -1,
  "lumo_ev": 2.21,
  "orbital_gap_ev": 6.643,
  "e_above_lowest_kcal_mol": 21.5,
  "energy_ha": -6618.88506
}


Entry 3:
{
  "formula": "C9H14N2O2",
  "method": "ωB97M-V with the def2-TZVPD basis set",
  "symbols": ["H", "H", "C", "C", "H", "H", "H", "H", "C", "H", "C", "O", "C", "H", "H", "N", "C", "C", "C", "O", "H", "C", "N", "H", "H", "H", "H"],
  "positions_angstrom": [[3.308, -1.591, 0.874], [4.174, 0.699, 0.356], [2.149, 0.135, 1.299], [3.036, 0.899, 0.459], [3.165, 2.022, 0.512], [-1.506, 0.116, -2.127], [2.208, 0.225, 2.347], [2.846, -1.761, -1.620], [2.333, -1.232, 0.631], [1.786, 0.927, -1.194], [-1.530, 1.355, -0.458], [-1.152, 2.393, -0.934], [-2.037, -0.005, 1.589], [-2.407, 0.193, 2.516], [-1.651, 1.995, 1.381], [-1.941, 1.193, 0.788], [2.680, 0.518, -0.921], [-2.016, -1.099, 0.929], [-1.781, -1.126, -0.423], [-1.676, -2.228, -0.972], [1.051, -1.159, -1.040], [2.217, -1.023, -0.880], [-1.558, 0.092, -1.102], [-2.069, -2.042, 1.680], [0.982, 0.522, 1.034], [1.472, -1.772, 1.045], [3.458, 0.775, -1.663]],
  "lumo_ev": 0.22,
  "orbital_gap_ev": 10.175,
  "e_above_lowest_kcal_mol": 69.5,
  "energy_ha": -611.25385,
  "smiles": "O=c1cc[nH]c(=O)[nH]1.C1CCCC1"
}


Entry 4:
{
  "formula": "C3H2ClNO",
  "method": "ωB97M-V with the def2-TZVPD basis set",
  "symbols": ["C", "C", "C", "H", "Cl", "H", "N", "O"],
  "positions_angstrom": [[1.399, 0.807, 0.000], [0.062, 0.231, 0.000], [2.829, 0.594, 0.000], [-0.359, -0.157, -0.917], [3.204, -1.132, 0.000], [-0.359, -0.157, 0.917], [0.479, 1.668, 0.000], [3.686, 1.415, 0.000]],
  "lumo_ev": -1.15,
  "orbital_gap_ev": 9.646,
  "e_above_lowest_kcal_mol": 38.0,
  "energy_ha": -705.62355,
  "smiles": "O=C(Cl)C1=NC1"
}